1.
A gas-phase ion, C7H9N4S (charge +1) in a non-equilibrium geometry. Source: the Open Molecules 2025 dataset; level of theory: ωB97M-V/def2-TZVPD.

Geometry as ORCA input:
```
! RIJCOSX wB97M-V def2-TZVPD def2/J DEFGRID3
* xyz 1 1
C -1.3394 0.5619 2.0822
N -1.3449 0.0359 0.7993
N -2.4275 0.6073 0.0965
C -2.1556 0.7422 -1.2719
S -3.2335 1.1491 -2.5241
N -0.7318 0.5924 -1.4551
C -0.1654 0.4906 -2.6130
C 1.0918 -0.1433 -2.8182
C 1.6311 -0.7274 -1.7287
C 0.9830 -0.6257 -0.4457
N 1.4602 -1.3038 0.6175
C -0.1364 0.1847 -0.3364
H -0.7941 1.6050 2.1800
H -2.3988 0.7939 2.4168
H -0.9384 -0.1321 2.7970
H -3.4616 0.3619 0.4127
H -0.5730 0.9307 -3.4897
H 1.6121 -0.3065 -3.6982
H 2.4888 -1.3839 -1.6457
H 2.4406 -1.4447 0.6631
H 0.9036 -1.5650 1.4619
*
```

**Orbital gap**: 7.264 eV
**SMILES**: C[n+]1[nH]c(=S)n2cccc(N)c21
**E_LUMO**: -5.0 eV
**HOMO**: -0.45016 hartree

Results of the Mulliken charge analysis, in e, for atoms 1 through 2: -0.78, 0.03

2.
A molecular structure, C21H29N3O3V in a non-equilibrium geometry. Source: the Open Molecules 2025 dataset; level of theory: ωB97M-V/def2-TZVPD.

Geometry as ORCA input:
```
! RIJCOSX wB97M-V def2-TZVPD def2/J DEFGRID3
* xyz 0 2
O -2.3422 9.4311 -0.9494
V -1.0358 8.7730 -0.4245
C 0.5671 12.0613 -1.9874
C 0.7805 10.6607 -2.5281
C 2.2734 10.4129 -2.7068
O 0.2093 9.7056 -1.7327
H -0.4780 12.3759 -1.9858
H 1.0991 12.7803 -2.6271
H 0.9602 12.1978 -0.9749
H 0.3161 10.6392 -3.5379
H 2.7572 10.3933 -1.7209
H 2.7857 11.2174 -3.2487
H 2.5121 9.4914 -3.2438
C -4.3272 7.8787 0.9104
C -3.1195 7.0853 1.3935
C -3.2922 5.6017 1.1223
O -1.9111 7.5599 0.9410
H -4.5625 7.7846 -0.1585
H -4.2030 8.9461 1.0963
H -5.2428 7.5280 1.4024
H -3.1787 7.2209 2.4994
H -2.5196 4.9789 1.5779
H -3.2247 5.4285 0.0392
H -4.2726 5.2169 1.4204
N 0.9106 7.7295 0.2726
C 1.9392 7.5238 -0.5393
C 2.9905 6.6862 -0.2053
C 3.0338 6.1416 1.0746
C 2.0036 6.4352 1.9531
C 0.9705 7.2362 1.5144
H 1.8851 7.9831 -1.5187
H 3.7666 6.4480 -0.9197
H 3.8756 5.5470 1.4063
H 2.0023 6.0912 2.9779
H 0.0631 7.3831 2.0947
N -0.7404 10.2580 1.1804
C 0.4867 10.7426 1.3254
C 0.7728 11.8800 2.0682
C -0.2695 12.5259 2.7207
C -1.5522 12.0468 2.5362
C -1.7263 10.8733 1.8219
H 1.2805 10.1948 0.8335
H 1.7943 12.2232 2.1507
H -0.0819 13.4547 3.2441
H -2.3866 12.5539 2.9992
H -2.6997 10.4056 1.7335
N -1.1897 7.1288 -1.9397
C -1.4604 7.4118 -3.1993
C -1.5288 6.4457 -4.1703
C -1.3706 5.1247 -3.7916
C -1.1498 4.8188 -2.4578
C -1.0469 5.8590 -1.5685
H -1.5443 8.4670 -3.4338
H -1.6487 6.7327 -5.2051
H -1.3192 4.3643 -4.5620
H -0.9923 3.7760 -2.2208
H -0.7734 5.6906 -0.5333
*
```

**Orbital gap (spin up / spin down)**: 7.730 / 8.345 eV
**E_LUMO (spin up / spin down)**: 0.5 / 0.5 eV
**HOMO (spin up / spin down)**: -0.26676 / -0.28883 hartree

Results of the Mulliken charge analysis, in e, for atoms 1 through 2: -0.52, 0.87

3.
A molecular structure, C31H28F5N4O3SeV. Source: the Open Molecules 2025 dataset; level of theory: ωB97M-V/def2-TZVPD.

Geometry as ORCA input:
```
! RIJCOSX wB97M-V def2-TZVPD def2/J DEFGRID3
* xyz -1 2
V -0.2121 -0.6217 0.1670
C -1.5695 -0.5925 2.1342
C -2.0422 0.3963 1.2434
C -1.0288 1.3928 1.1153
C 0.0844 0.9944 1.8772
C -0.2597 -0.2332 2.5180
C 0.5445 -0.9021 3.5850
C 1.3379 1.7887 2.0931
C -1.1654 2.6865 0.3759
C -3.4003 0.4688 0.6181
C -2.2989 -1.8208 2.5784
H 0.1936 -0.5790 4.5698
H 1.6008 -0.6404 3.5177
H 0.4636 -1.9898 3.5478
H 1.4573 2.5597 1.3325
H 2.2346 1.1664 2.0520
H 1.3300 2.2779 3.0728
H -1.3838 3.4987 1.0767
H -1.9846 2.6389 -0.3405
H -0.2577 2.9536 -0.1686
H -3.3386 0.8251 -0.4115
H -4.0477 1.1576 1.1692
H -3.8877 -0.5061 0.6062
H -1.6099 -2.6483 2.7573
H -3.0140 -2.1543 1.8248
H -2.8482 -1.6412 3.5072
N -0.6797 1.5752 -3.3651
C -0.3211 0.6630 -2.4533
O -1.0236 0.4764 -1.4366
C 0.8728 -0.1975 -2.6640
C 1.3530 -0.6867 -1.3006
H -1.3753 2.2419 -3.0696
H 0.0637 1.9380 -3.9437
H 1.6236 0.3289 -3.2608
H 0.5012 -1.0438 -3.2567
H 2.1838 -0.0547 -0.9609
H 1.7354 -1.7042 -1.4022
O -2.4496 -7.2985 -0.1545
N -1.3771 -7.1657 0.4100
O -0.7781 -8.1024 0.9251
C -0.7806 -5.8306 0.4780
C 0.4266 -5.7786 1.1084
C 1.1201 -4.5566 1.2627
C 2.3909 -4.4265 1.8026
C 2.9920 -3.1767 1.8334
C 2.2686 -2.0757 1.3781
N 1.0401 -2.1426 0.9054
C 0.4735 -3.3941 0.7663
C -0.7301 -3.4362 0.1039
N -1.1747 -2.1887 -0.3533
C -2.3473 -2.2070 -1.0891
C -3.0475 -3.3398 -1.3153
C -2.6240 -4.6085 -0.8155
C -1.4468 -4.6650 -0.1124
H 0.8556 -6.6967 1.4821
H 2.9078 -5.3043 2.1739
H 3.9925 -3.0342 2.2140
H 2.7102 -1.0854 1.4092
H -2.6614 -1.2509 -1.4810
H -3.9509 -3.2778 -1.9084
H -3.2099 -5.4849 -1.0117
F 4.5565 6.2966 -6.0741
C 4.0452 5.5548 -5.0781
C 4.3134 5.8650 -3.7580
F 5.0938 6.9212 -3.4787
C 3.7822 5.0961 -2.7393
F 4.0898 5.4668 -1.4896
C 2.9649 3.9862 -2.9658
Se 2.2483 2.9372 -1.5649
C 2.7243 3.7168 -4.3123
F 1.9416 2.6707 -4.6728
C 3.2402 4.4674 -5.3517
F 2.9639 4.1508 -6.6276
*
```

**Orbital gap (spin up / spin down)**: 4.489 / 4.552 eV
**E_LUMO (spin up / spin down)**: 1.3 / 1.4 eV
**HOMO (spin up / spin down)**: -0.11552 / -0.11632 hartree

Results of the Mulliken charge analysis, in e, for atoms 1 through 2: -0.92, 0.88

4.
A single C2H7N3O2 molecule in a non-equilibrium geometry. Source: the Open Molecules 2025 dataset; level of theory: ωB97M-V/def2-TZVPD.

Geometry as ORCA input:
```
! RIJCOSX wB97M-V def2-TZVPD def2/J DEFGRID3
* xyz 0 1
H 1.1317 2.2721 0.5583
N 0.3318 1.8726 0.0165
C 0.4355 0.6587 -0.0311
N 1.3959 -0.2140 0.6001
O 1.7343 -1.2722 -0.2437
N -0.5769 0.3568 -0.8338
O -1.3129 -0.7841 -0.5484
C -1.8946 -0.3884 0.7789
H 2.1544 0.3419 0.7930
H 1.1905 -1.9171 -0.0679
H -0.9363 1.1623 -1.2851
H -2.3968 0.6164 0.7775
H -1.1866 -0.4221 1.7394
H -2.6290 -1.3316 0.8551
*
```

**Orbital gap**: 9.610 eV
**SMILES**: [H]/N=C(\NO)NOC
**E_LUMO**: 0.9 eV
**HOMO**: -0.31889 hartree

Results of the Mulliken charge analysis, in e, for atoms 1 through 2: 0.18, -0.72

5.
2 unconnected molecules or ions with the total composition C3H9NO2 in a non-equilibrium geometry. Source: the Open Molecules 2025 dataset; level of theory: ωB97M-V/def2-TZVPD.

Geometry as ORCA input:
```
! RIJCOSX wB97M-V def2-TZVPD def2/J DEFGRID3
* xyz 0 1
C -0.3256 1.2638 -0.0224
O -1.7097 1.3201 -0.2112
C 0.1840 -0.1970 0.1400
C 1.7943 0.0878 0.6179
O 2.4295 0.6607 -0.3346
N -0.5042 -0.7842 1.1187
H 0.1899 1.5302 -0.9629
H 0.0422 1.8204 0.8427
H -2.0969 0.6642 0.3695
H 0.2967 -0.5430 -0.8825
H 2.2300 -0.9000 0.8407
H 1.7530 0.7294 1.5169
H -1.9578 -2.1493 -1.7255
H -1.6144 -1.7345 -2.2400
H -0.7110 -1.7684 0.9329
*
```

**Orbital gap**: 7.321 eV
**E_LUMO**: -2.5 eV
**HOMO**: -0.36209 hartree

Results of the Mulliken charge analysis, in e, for atoms 1 through 2: -0.46, -0.48

6.
A single C2H5Cl2N molecule in a non-equilibrium geometry. Source: the Open Molecules 2025 dataset; level of theory: ωB97M-V/def2-TZVPD.

Geometry as ORCA input:
```
! RIJCOSX wB97M-V def2-TZVPD def2/J DEFGRID3
* xyz 0 1
N 0.2735 0.9344 -0.9671
C 0.0167 0.5127 0.4174
C -0.3591 -0.8608 0.4404
Cl -2.0075 -0.9817 -0.4663
Cl 0.8070 -1.8562 -0.4121
H 0.8920 1.7326 -1.0337
H 0.7613 0.1295 -1.2986
H -0.9044 0.9924 0.8114
H 1.0384 0.6535 1.0393
H -0.5180 -1.2562 1.4694
*
```

**Orbital gap**: 10.464 eV
**SMILES**: NCC(Cl)Cl
**E_LUMO**: 0.8 eV
**HOMO**: -0.35626 hartree

Results of the Mulliken charge analysis, in e, for atoms 1 through 2: -0.54, -0.40

So what do the calculations give for E_tot? Going down the list: -889.00133, -2151.65781, -5487.62500, -394.93002, -324.72573, -1054.31511 hartree.
So what do the calculations give for relative energy (zero: lowest compared OMol25 entry of this formula, charge and spin)? Going down the list: 49.1, 0.0, 7.1, 172.6, 154.9, 11.2 kcal/mol.